No. 1
The following is a DFT calculation (ωB97M-V/def2-TZVPD) of a 2-piece molecular cluster, C25H49FN3O8S overall.

Each line ends with the Löwdin charge.
Element x y z (Å)
S1 -1.08 -2.49 0.37  0.736
F1 2.29 -3.36 -0.21  -0.011
O1 2.24 1.85 -3.62  -0.053
O2 2.83 -3.50 2.72  -0.060
O3 1.06 1.10 3.97  -0.136
O4 -0.30 -2.33 1.58  -0.298
O5 -0.88 -3.64 -0.46  -0.281
O6 2.39 3.84 -2.64  0.116
O7 0.71 -1.39 -0.93  -0.062
O8 -1.85 2.03 1.06  -0.153
N1 -2.48 1.44 -1.91  0.077
N2 2.77 1.40 0.11  0.114
N3 0.45 0.99 0.34  0.058
C1 1.84 -0.34 -2.77  -0.062
C2 3.03 -1.19 -0.71  -0.054
C3 -1.10 1.43 -1.49  -0.169
C4 -2.89 -1.52 -2.19  -0.175
C5 1.14 1.65 2.68  -0.190
C6 -4.67 -3.22 -1.74  -0.155
C7 -1.36 -1.36 -2.12  -0.118
C8 1.61 0.94 -0.62  -0.215
C9 -0.83 0.44 -0.30  -0.208
C10 -5.74 -3.39 -1.23  0.126
C11 -3.36 -2.99 -2.37  -0.191
C12 -2.79 -2.51 0.86  -0.104
C13 2.91 2.98 -3.28  -0.346
C14 2.21 1.27 4.79  -0.263
C15 -0.65 -1.04 -0.80  -0.332
C16 3.17 -2.68 -1.03  -0.354
C17 -2.99 2.55 1.75  -0.184
C18 -3.32 4.38 0.03  -0.093
C19 -3.97 3.25 0.83  -0.221
C20 -1.96 0.67 0.70  -0.160
C21 4.59 -3.16 -0.78  -0.017
C22 1.78 -0.49 -1.25  -0.348
C23 0.83 0.50 1.72  -0.050
C24 1.98 0.57 6.10  -0.063
C25 2.92 0.60 -3.30  -0.122
H1 -3.37 -1.64 0.59  0.052
H2 3.09 0.85 4.27  0.125
H3 0.90 0.08 -3.14  0.106
H4 -2.91 0.45 0.22  0.121
H5 1.67 -0.18 1.64  0.130
H6 -3.49 1.73 2.28  0.131
H7 -1.04 -0.63 -2.86  0.103
H8 1.90 -3.23 2.76  0.014
H9 -2.61 3.24 2.51  0.134
H10 -3.24 -0.97 -3.06  0.109
H11 -4.75 3.67 1.46  0.119
H12 -2.90 2.36 -1.84  0.078
H13 -3.41 -1.06 -1.35  0.082
H14 -0.82 2.42 -1.13  0.128
H15 3.96 3.00 -3.60  0.158
H16 -1.86 0.05 1.59  0.127
H17 0.23 1.98 0.46  0.160
H18 2.87 -4.04 1.93  0.018
H19 -6.68 -3.56 -0.77  0.032
H20 -2.63 1.05 -2.82  0.081
H21 0.38 2.44 2.58  0.132
H22 2.91 0.50 6.66  0.082
H23 3.54 1.53 -0.53  0.093
H24 -3.11 5.24 0.67  0.083
H25 1.59 -0.44 5.92  0.082
H26 3.94 -0.69 -1.04  0.125
H27 5.11 -2.51 -0.07  0.087
H28 1.25 1.11 6.70  0.080
H29 1.92 -1.32 -3.24  0.136
H30 5.16 -3.21 -1.70  0.086
H31 -3.98 4.73 -0.77  0.079
H32 -2.78 -2.64 1.94  0.085
H33 -2.62 -3.69 -1.98  0.099
H34 2.59 2.34 0.46  0.102
H35 -3.46 -3.20 -3.44  0.126
H36 2.14 2.06 2.51  0.114
H37 4.55 -4.15 -0.33  0.091
H38 -0.43 1.22 -2.32  0.104
H39 -4.46 2.53 0.17  0.106
H40 3.01 -1.15 0.38  0.130
H41 0.01 -0.04 2.15  0.105
H42 3.69 0.82 -2.55  0.109
H43 1.38 1.63 -1.43  0.125
H44 -2.38 4.06 -0.44  0.054
H45 -3.23 -3.39 0.38  0.065
H46 3.40 0.20 -4.19  0.138
H47 2.90 -2.90 -2.06  0.143
H48 2.39 2.34 4.95  0.123
H49 -0.89 -2.31 -2.42  0.129

HOMO-LUMO gap = 10.2 eV
LUMO level = -0.075 Eh
Spin multiplicity = 1
HOMO level = -12.28 eV
Charge = +1

No. 2
The following is a DFT calculation (ωB97M-V/def2-TZVPD) of a 4-piece molecular cluster, CH8O5 overall.

Each line ends with the Löwdin charge.
Element x y z (Å)
O1 1.11 -0.98 -1.36  0.043
O2 -0.33 -0.26 1.92  -0.068
O3 -0.43 0.76 -0.98  0.027
O4 -1.14 -2.06 -0.17  -0.040
O5 0.53 2.31 1.29  -0.070
C1 0.54 0.25 -1.52  -0.364
H1 -1.91 -2.65 -0.21  0.077
H2 1.12 0.82 -2.26  0.135
H3 -1.01 -0.36 2.61  0.065
H4 -0.94 -1.71 0.69  0.002
H5 -0.25 0.71 1.84  0.009
H6 0.83 3.18 1.06  0.033
H7 0.36 -1.52 -0.90  0.101
H8 0.56 1.84 0.39  0.050

SMILES = O=CO.O.O.O
HOMO-LUMO gap = 11.3 eV
LUMO level = 0.023 Eh
Spin multiplicity = 1
HOMO level = -10.67 eV
Charge = 0

No. 3
The following is a DFT calculation (ωB97M-V/def2-TZVPD) of C33H21CoF12NPS as an isolated structure.

Each line ends with the Löwdin charge.
Element x y z (Å)
Co1 -0.76 0.77 -1.24  0.511
S1 -0.52 2.07 -3.21  1.004
P1 0.34 -0.18 0.41  1.025
F1 0.14 1.44 -5.98  0.068
F2 -3.22 -4.69 3.79  0.144
F3 4.29 -1.92 -4.30  0.092
F4 -0.64 -0.28 -7.23  0.134
F5 2.43 4.21 5.35  0.137
F6 -1.27 -5.81 3.72  0.114
F7 4.05 2.65 5.39  0.151
F8 6.11 -1.43 -3.12  0.131
F9 5.19 -3.37 -2.88  0.131
F10 2.16 2.40 6.52  0.118
F11 -2.73 -5.97 2.10  0.135
F12 -1.82 1.59 -7.03  0.143
N1 -1.83 -0.07 -2.68  -0.073
C1 1.95 1.76 1.76  -0.066
C2 2.34 -2.06 -0.19  -0.027
C3 -2.92 -1.60 -4.03  0.030
C4 1.85 -0.75 -0.40  -0.352
C5 -2.28 -3.03 1.56  0.017
C6 4.88 -2.06 -3.02  -0.481
C7 2.71 2.87 5.35  -0.502
C8 -2.19 -5.08 2.99  -0.492
C9 -2.48 -1.23 -2.80  -0.042
C10 2.55 0.18 -1.17  -0.092
C11 -0.19 -3.53 2.64  0.034
C12 1.02 0.72 1.87  -0.292
C13 -2.92 3.67 2.00  -0.049
C14 -1.02 0.71 -6.32  -0.437
C15 -2.51 -0.92 -5.17  0.084
C16 1.14 1.14 4.32  0.011
C17 -2.46 2.60 1.25  -0.083
C18 0.40 -2.42 2.07  -0.105
C19 -2.37 3.88 -0.77  -0.109
C20 -2.28 2.66 -0.15  -0.166
C21 0.74 0.38 3.23  -0.056
C22 -0.35 -1.63 1.20  -0.366
C23 2.43 2.49 2.86  0.016
C24 -1.41 0.70 -3.75  -0.546
C25 -1.50 -3.87 2.36  -0.074
C26 -3.07 4.89 1.32  -0.024
C27 4.00 -1.59 -1.94  -0.113
C28 2.05 2.18 4.16  -0.085
C29 -1.66 0.19 -5.06  -0.041
C30 -2.82 5.00 -0.07  -0.028
C31 3.45 -2.47 -0.98  0.058
C32 -1.69 -1.92 0.96  -0.080
C33 3.56 -0.29 -2.02  0.006
H1 -2.30 -1.41 0.24  0.069
H2 2.16 1.23 -1.29  0.105
H3 0.19 -0.49 3.54  0.097
H4 3.98 -3.45 -0.84  0.150
H5 -2.89 -1.36 -6.13  0.175
H6 -3.40 5.74 1.89  0.112
H7 -3.38 -3.20 1.45  0.154
H8 0.73 0.84 5.30  0.144
H9 -2.14 3.97 -1.82  0.077
H10 -3.04 3.60 3.08  0.125
H11 1.43 -2.23 2.28  0.124
H12 3.98 0.32 -2.81  0.142
H13 2.24 2.13 0.77  0.097
H14 -3.63 -2.42 -4.10  0.144
H15 -2.30 1.62 1.73  0.109
H16 -2.90 5.98 -0.59  0.132
H17 -2.74 -1.65 -1.85  0.119
H18 -2.27 1.72 -0.73  0.029
H19 3.22 3.20 2.64  0.136
H20 0.42 -4.26 3.18  0.142
H21 1.80 -2.84 0.36  0.104

HOMO-LUMO gap (spin up / spin down) = 7.7 / 4.4 eV
LUMO level (spin up / spin down) = -0.266 / -0.390 Eh
Spin multiplicity = 5
HOMO level (spin up / spin down) = -14.96 / -14.96 eV
Charge = +2

No. 4
The following is a DFT calculation (ωB97M-V/def2-TZVPD) of a 2-piece molecular cluster, C11H25NO2P overall.

Each line ends with the Löwdin charge.
Element x y z (Å)
P1 -4.70 -2.47 2.03  0.715
O1 -0.75 1.40 -0.59  0.217
O2 -1.25 -2.90 3.07  0.024
N1 0.45 1.42 -0.67  0.039
C1 1.21 1.06 0.60  -0.432
C2 -0.01 1.54 -3.10  -0.013
C3 2.52 1.85 0.74  -0.001
C4 -2.86 -1.70 1.78  -0.379
C5 -1.88 -2.77 2.06  -0.446
C6 2.10 -0.87 -0.86  -0.150
C7 0.34 1.35 1.81  -0.008
C8 1.28 -0.38 -2.05  -0.099
C9 2.32 1.93 -2.33  -0.004
C10 1.47 -0.45 0.46  -0.096
C11 1.03 1.15 -2.06  -0.437
H1 0.32 -0.88 -2.07  0.136
H2 -0.92 0.95 -3.02  0.094
H3 0.43 1.36 -4.08  0.107
H4 -2.77 -1.39 0.74  0.060
H5 3.35 1.39 0.21  0.077
H6 -6.04 -2.99 2.23  -0.093
H7 -4.58 -3.16 0.81  -0.021
H8 2.56 1.81 -3.38  0.107
H9 3.13 -0.53 -0.93  0.115
H10 -2.75 -0.85 2.47  0.067
H11 2.79 1.87 1.79  0.103
H12 2.11 -0.73 1.30  0.148
H13 2.14 -1.96 -0.90  0.133
H14 3.17 1.59 -1.76  0.070
H15 0.08 2.41 1.88  0.109
H16 -5.20 -1.15 2.00  -0.024
H17 0.52 -0.98 0.60  0.129
H18 0.91 1.08 2.69  0.109
H19 -0.27 2.59 -3.02  0.107
H20 -4.24 -3.12 3.19  -0.009
H21 2.18 3.00 -2.14  0.106
H22 -0.58 0.77 1.82  0.081
H23 1.79 -0.60 -2.99  0.144
H24 2.42 2.88 0.41  0.102
H25 -1.82 -3.54 1.25  0.115

HOMO-LUMO gap = 4.7 eV
LUMO level = -0.227 Eh
Spin multiplicity = 1
HOMO level = -10.85 eV
Charge = +1

No. 5
The following is a DFT calculation (ωB97M-V/def2-TZVPD) of C5H6OS as an isolated structure.

Each line ends with the Löwdin charge.
Element x y z (Å)
S1 0.16 -2.05 0.85  0.730
O1 -0.03 0.69 -1.52  -0.086
C1 -1.21 0.34 0.35  -0.175
C2 0.67 1.80 -0.04  -0.066
C3 0.96 0.33 -0.46  -0.237
C4 0.05 -0.47 0.49  -0.704
C5 -0.72 1.46 -0.53  -0.301
H1 0.97 1.74 1.06  0.133
H2 -1.68 0.65 1.23  0.108
H3 1.82 0.09 -0.93  0.113
H4 -1.94 -0.33 -0.19  0.147
H5 -1.62 2.07 -0.82  0.168
H6 1.52 2.27 -0.73  0.168

HOMO-LUMO gap = 8.2 eV
LUMO level = -0.015 Eh
Spin multiplicity = 1
HOMO level = -8.61 eV
Charge = 0

No. 6
The following is a DFT calculation (ωB97M-V/def2-TZVPD) of one molecule with the formula C4H13N3O.

Each line ends with the Löwdin charge.
Element x y z (Å)
O1 1.31 -2.12 -0.06  -0.174
N1 -2.49 0.61 1.20  0.024
N2 -1.18 1.70 -0.40  0.037
N3 -1.18 0.75 0.65  -0.306
C1 1.72 -0.03 0.95  -0.051
C2 -0.63 -0.52 0.17  -0.167
C3 0.85 -0.44 -0.16  -0.438
C4 1.21 0.07 -1.53  -0.056
H1 2.27 -0.07 -1.72  0.085
H2 0.63 -0.44 -2.30  0.080
H3 1.23 0.56 1.71  0.076
H4 1.34 -2.61 -0.90  0.049
H5 0.98 1.13 -1.57  0.076
H6 -1.19 -0.89 -0.70  0.124
H7 2.69 0.37 0.64  0.083
H8 -2.40 0.32 2.17  0.074
H9 1.91 -1.17 1.21  0.126
H10 -0.75 -1.24 0.98  0.123
H11 -3.03 -0.10 0.71  0.071
H12 -1.94 1.51 -1.06  0.082
H13 -1.35 2.61 0.02  0.081

SMILES = CC(C)(O)CN(N)N
HOMO-LUMO gap = 10.2 eV
LUMO level = 0.033 Eh
Spin multiplicity = 1
HOMO level = -9.31 eV
Charge = 0

No. 7
The following is a DFT calculation (ωB97M-V/def2-TZVPD) of C4H7NO2 as an isolated structure.

Each line ends with the Löwdin charge.
Element x y z (Å)
O1 0.85 -0.31 1.68  0.072
O2 -0.19 -0.86 -1.73  -0.102
N1 -1.46 -0.66 0.21  -0.006
C1 1.35 0.40 -0.51  0.120
C2 0.50 0.39 0.58  -0.429
C3 -0.96 0.69 0.35  -0.195
C4 -1.00 -1.29 -0.87  -0.423
H1 1.40 1.36 0.47  0.234
H2 -1.08 1.32 -0.54  0.128
H3 0.02 -0.72 1.98  0.129
H4 1.11 1.02 -1.37  0.116
H5 -1.43 1.17 1.21  0.118
H6 2.26 -0.19 -0.50  0.129
H7 -1.38 -2.32 -0.97  0.110

HOMO-LUMO gap = 8.9 eV
LUMO level = 0.009 Eh
Spin multiplicity = 1
HOMO level = -8.63 eV
Charge = 0

No. 8
The following is a DFT calculation (ωB97M-V/def2-TZVPD) of one molecule with the formula CCl2F2.

Each line ends with the Löwdin charge.
Element x y z (Å)
Cl1 1.37 -0.86 -0.11  0.864
Cl2 -1.57 -0.68 -0.18  0.739
F1 0.23 1.05 -0.92  -0.100
F2 -0.03 0.50 1.20  0.002
C1 0.00 -0.01 0.02  -1.505

SMILES = FC(F)(Cl)Cl
HOMO-LUMO gap = 12.7 eV
LUMO level = 0.026 Eh
Spin multiplicity = 1
HOMO level = -12.03 eV
Charge = 0

No. 9
The following is a DFT calculation (ωB97M-V/def2-TZVPD) of a 2-piece molecular cluster, C4H12N2O2 overall.

Each line ends with the Löwdin charge.
Element x y z (Å)
O1 -1.05 2.51 -1.04  0.070
O2 -1.94 2.97 0.97  0.116
N1 -2.49 1.03 -0.10  0.165
N2 1.12 -0.12 -1.22  0.031
C1 0.47 -0.33 1.19  -0.080
C2 -1.85 2.23 0.05  -0.667
C3 1.61 -2.22 -0.04  -0.083
C4 1.44 -0.72 0.08  -0.521
H1 -1.52 2.20 -1.82  0.107
H2 0.33 0.75 1.26  0.070
H3 0.72 -2.69 -0.46  0.075
H4 -3.11 0.77 0.65  0.111
H5 -2.01 0.29 -0.58  0.079
H6 0.31 -0.59 -1.62  0.058
H7 0.90 0.85 -1.07  0.047
H8 1.84 -2.69 0.92  0.074
H9 -0.49 -0.83 1.05  0.068
H10 0.87 -0.66 2.16  0.077
H11 2.43 -0.32 0.34  0.129
H12 2.43 -2.43 -0.73  0.075

SMILES = NC(=O)O.CC(C)N
HOMO-LUMO gap = 9.9 eV
LUMO level = 0.019 Eh
Spin multiplicity = 1
HOMO level = -9.43 eV
Charge = 0

No. 10
The following is a DFT calculation (ωB97M-V/def2-TZVPD) of one molecule with the formula C5H10O.

Each line ends with the Löwdin charge.
Element x y z (Å)
O1 0.41 -2.12 -0.56  -0.153
C1 0.32 1.72 -0.21  -0.184
C2 0.27 0.32 0.36  -0.226
C3 1.61 1.20 0.23  -0.081
C4 -1.05 -0.41 -0.50  -0.106
C5 -0.93 -1.90 -0.33  -0.376
H1 -0.89 -0.18 -1.56  0.107
H2 0.16 1.74 -1.29  0.110
H3 2.40 0.96 -0.48  0.097
H4 -2.01 0.01 -0.16  0.118
H5 -1.67 -2.22 -1.10  0.122
H6 2.00 1.61 1.17  0.109
H7 -0.21 2.48 0.35  0.105
H8 0.06 0.22 1.43  0.120
H9 0.74 -1.05 -0.20  0.123
H10 -1.31 -2.27 0.64  0.116

SMILES = OCCC1CC1
HOMO-LUMO gap = 10.5 eV
LUMO level = 0.038 Eh
Spin multiplicity = 1
HOMO level = -9.47 eV
Charge = 0

No. 11
The following is a DFT calculation (ωB97M-V/def2-TZVPD) of an isolated ion of composition C3H5O2S and charge -1.

Each line ends with the Löwdin charge.
Element x y z (Å)
S1 -2.37 -0.21 0.83  0.619
O1 1.83 -1.30 -0.45  -0.082
O2 2.53 0.84 -0.60  -0.089
C1 0.25 0.48 -0.09  -0.217
C2 -0.82 -0.57 -0.07  -0.598
C3 1.68 -0.06 -0.42  -0.762
H1 -1.95 0.92 1.44  -0.177
H2 0.35 0.93 0.91  0.093
H3 0.05 1.31 -0.75  0.097
H4 -1.14 -0.82 -1.08  0.058
H5 -0.41 -1.52 0.28  0.057

SMILES = O=C([O-])CCS
HOMO-LUMO gap = 7.4 eV
LUMO level = 0.118 Eh
Spin multiplicity = 1
HOMO level = -4.20 eV
Charge = -1

No. 12
The following is a DFT calculation (ωB97M-V/def2-TZVPD) of one molecule with the formula C2H4Cl3OP.

Each line ends with the Löwdin charge.
Element x y z (Å)
Cl1 2.13 0.83 -1.14  0.635
Cl2 2.20 -1.65 0.19  0.542
Cl3 0.19 -1.12 -1.81  0.592
P1 -1.05 1.56 -0.34  0.779
O1 -0.54 -0.80 1.25  -0.132
C1 0.18 0.20 0.60  -0.692
C2 1.11 -0.37 -0.51  -1.670
H1 0.59 0.77 1.37  0.081
H2 -1.95 0.80 -1.09  -0.166
H3 -2.03 1.34 0.80  -0.067
H4 -0.84 -1.56 0.70  0.098

SMILES = O[C@H](P)C(Cl)(Cl)Cl
HOMO-LUMO gap = 9.9 eV
LUMO level = 0.019 Eh
Spin multiplicity = 1
HOMO level = -9.38 eV
Charge = 0

No. 13
The following is a DFT calculation (ωB97M-V/def2-TZVPD) of a 7-piece molecular cluster, H14O7 overall.

Each line ends with the Löwdin charge.
Element x y z (Å)
O1 1.31 0.98 0.19  -0.026
O2 -0.62 2.42 -1.52  -0.018
O3 1.33 -0.17 -2.30  -0.050
O4 0.76 -1.88 2.91  -0.056
O5 -1.12 -0.44 -0.83  -0.019
O6 -0.49 -2.85 -1.74  -0.079
O7 -0.95 0.35 2.68  -0.012
H1 0.78 1.65 0.64  0.036
H2 -0.89 -2.00 -1.59  -0.049
H3 1.85 0.63 0.89  0.063
H4 -0.57 0.36 3.54  0.033
H5 0.98 0.32 -1.60  -0.086
H6 -1.19 0.51 -0.99  0.032
H7 -0.85 1.22 2.35  0.022
H8 0.92 -1.20 3.59  0.038
H9 0.09 -1.49 2.37  -0.013
H10 -0.54 -0.57 -0.13  -0.007
H11 -0.09 2.96 -0.90  0.065
H12 -0.76 -3.15 -2.65  0.062
H13 -0.43 2.85 -2.32  0.030
H14 0.47 -0.53 -2.61  0.033

SMILES = O.O.O.O.O.O.O
HOMO-LUMO gap = 9.8 eV
LUMO level = -0.018 Eh
Spin multiplicity = 1
HOMO level = -10.24 eV
Charge = 0

No. 14
The following is a DFT calculation (ωB97M-V/def2-TZVPD) of C20H28ClF13NbO12P2 as an isolated structure.

Each line ends with the Löwdin charge.
Element x y z (Å)
Nb1 0.25 0.43 -1.77  1.146
Cl1 -3.61 2.78 1.78  0.391
P1 -1.11 3.35 -3.80  0.400
P2 0.76 2.18 -3.55  0.398
F1 -2.05 -4.69 -0.38  0.030
F2 1.22 -3.31 2.99  0.020
F3 2.57 -4.24 -0.27  0.006
F4 -0.99 -4.82 3.09  0.013
F5 -1.33 -7.57 2.10  0.049
F6 0.54 -3.06 -0.68  -0.019
F7 1.56 -0.88 1.37  -0.022
F8 -0.04 -5.99 -0.32  0.057
F9 -3.39 -6.24 1.62  0.038
F10 -1.43 -3.10 1.50  0.036
F11 -2.34 -7.57 -0.06  0.017
F12 3.53 -2.23 1.52  -0.029
F13 1.81 -5.33 1.87  0.012
O1 -0.39 2.03 3.96  0.027
O2 6.09 -1.04 1.46  0.061
O3 -2.52 2.32 -4.03  -0.331
O4 -6.53 2.52 -3.16  0.072
O5 -6.19 2.76 -5.37  0.066
O6 -1.43 4.29 -2.58  -0.466
O7 7.68 -0.16 0.13  0.069
O8 0.45 4.02 3.21  0.141
O9 -0.96 4.41 -5.21  -0.315
O10 -5.17 4.20 -3.91  0.137
O11 0.41 3.53 5.45  0.057
O12 5.58 -0.52 -0.72  0.118
C1 0.18 3.26 4.13  -0.509
C2 7.31 -1.14 2.16  -0.139
C3 -7.44 1.66 -3.82  -0.143
C4 0.13 2.17 -0.23  -0.407
C5 1.56 -3.33 0.37  -0.116
C6 -1.18 1.82 0.73  -0.365
C7 2.43 0.19 -1.15  -0.424
C8 -0.24 2.51 6.19  -0.148
C9 0.98 -4.08 1.71  -0.067
C10 6.38 -0.57 0.21  -0.475
C11 -2.04 -6.71 1.13  -0.126
C12 -1.12 -5.46 0.55  -0.085
C13 -2.36 2.97 0.43  -0.565
C14 2.34 -1.91 0.65  -0.205
C15 8.20 -0.17 1.45  -0.144
C16 -6.87 1.54 -5.19  -0.143
C17 -0.33 1.38 5.22  -0.136
C18 -0.64 -4.38 1.68  -0.069
C19 -5.90 3.25 -4.13  -0.516
C20 2.88 -1.35 -0.79  -0.203
H1 7.68 -2.17 2.08  0.137
H2 1.09 2.15 0.46  0.030
H3 8.12 0.84 1.86  0.136
H4 -1.53 0.64 -2.17  -0.134
H5 0.56 0.74 5.24  0.137
H6 -8.43 2.13 -3.82  0.133
H7 3.08 0.51 -2.10  0.048
H8 0.39 -0.96 -2.93  -0.163
H9 0.08 3.22 -0.74  0.018
H10 9.24 -0.48 1.45  0.134
H11 -0.74 5.30 -4.82  0.060
H12 -0.90 1.77 1.88  0.076
H13 2.74 0.96 -0.30  0.051
H14 -7.51 0.70 -3.30  0.138
H15 -2.85 2.64 -0.59  0.079
H16 -0.31 -0.66 -0.39  -0.092
H17 2.64 -2.03 -1.72  0.112
H18 4.08 -1.33 -0.71  0.081
H19 0.92 1.54 -4.85  -0.172
H20 0.34 2.25 7.08  0.132
H21 -1.82 4.01 0.39  0.091
H22 -7.64 1.40 -5.95  0.134
H23 7.18 -0.89 3.21  0.138
H24 -1.68 0.79 0.48  0.041
H25 -1.22 2.88 6.50  0.134
H26 -1.22 0.77 5.38  0.139
H27 -3.37 2.86 -3.86  0.048
H28 -6.15 0.72 -5.27  0.140

HOMO-LUMO gap = 6.0 eV
LUMO level = 0.055 Eh
Spin multiplicity = 1
HOMO level = -4.55 eV
Charge = -1